DFT (ωB97M-V/def2-TZVPD) results for a 2-piece molecular cluster, C4H9NO2 overall.

Calculated values
Energy ... -362.9636 Eh
Molar mass ... 103.1 g mol⁻¹
HOMO energy ... -8.8 eV

```
16
Properties=species:S:1:pos:R:3:forces:R:3
O 1.36177 2.35614 -1.57084 -0.090 0.259 -0.100
O -1.03343 -0.81454 1.70393 0.198 -0.116 -0.499
N -2.77708 -1.95692 1.20476 0.381 0.121 -0.142
C 1.53631 -0.89562 -0.28522 0.115 0.215 0.016
C 0.60476 1.32963 -0.95373 -0.233 -0.385 0.106
C 1.55499 0.43434 -0.21157 -0.088 -0.143 -0.076
C -1.65804 -1.45038 0.68507 -0.316 -0.075 0.376
H 2.28368 0.96295 0.40140 -0.057 -0.140 0.005
H -0.13217 1.74943 -0.24496 0.187 -0.019 -0.137
H 0.82723 -1.41916 -0.91941 0.005 0.093 0.089
H -3.41188 -2.51582 0.64211 0.380 0.376 0.389
H -0.18101 -0.49744 1.35670 -0.236 -0.062 0.038
H 0.74503 2.91823 -2.05314 0.163 0.008 0.044
H 0.04642 0.75238 -1.70259 0.057 -0.016 0.151
H -2.91644 -1.82252 2.20552 -0.414 -0.252 -0.207
H 2.22828 -1.51009 0.28454 -0.053 0.135 -0.052
```
Forces are in eV/Å.